Entry 1:
51
Properties=species:S:1:pos:R:3:lowdin_charge:R:1 method="wB97M-V/def2-TZVPD" e_above_lowest_ev=2.092 total_charge=+1 homo_lumo_gap_ev=5.6 homo_ha=-0.40690 e_lumo_ev=-5.451 spin_multiplicity=1 e_tot_ha=-1141.410540
H 3.56 -2.24 -2.43 0.089
H -3.01 -1.70 0.85 0.133
N -0.20 -0.34 -1.50 0.131
H 1.63 -1.54 -5.26 0.083
H 3.04 -1.89 -0.58 0.096
H 0.10 2.09 1.12 0.137
H -5.30 -0.90 1.53 0.133
H -0.44 1.35 -3.48 0.085
C 3.16 1.01 2.22 -0.183
H -5.99 1.91 3.62 0.102
H -1.47 0.19 -4.36 0.092
C -4.40 -0.30 1.75 0.006
H 0.48 -2.52 -4.28 0.097
H 2.30 -2.93 -3.46 0.088
H 1.29 -2.23 -0.27 0.088
C 2.84 -0.34 2.44 -0.011
C 0.86 1.42 1.52 0.064
C -0.44 0.57 -4.25 -0.074
C 2.16 1.84 1.72 -0.182
C 0.60 -0.72 -2.46 -0.431
C 0.65 -1.55 -4.77 -0.081
C -0.71 -0.53 1.38 0.099
C 1.56 -0.81 2.24 -0.026
F -3.61 2.88 3.32 0.072
C 2.01 -1.54 -0.73 -0.070
H 3.64 -1.01 2.77 0.132
H -6.65 0.71 2.49 0.090
H 1.87 -0.59 -0.21 0.063
C -2.16 1.26 2.35 0.101
C 4.50 1.55 2.52 -0.016
H -1.09 0.04 -1.86 0.048
F 2.49 3.15 1.45 0.069
C 0.53 0.05 1.75 -0.225
H -6.21 2.34 1.93 0.113
C -3.15 -0.77 1.41 0.024
H -0.71 -1.54 0.95 0.129
H 4.95 2.09 1.68 0.103
H 4.46 2.24 3.36 0.107
C -3.44 1.70 2.64 -0.175
N 0.47 -0.47 -3.83 -0.168
H -0.10 -1.43 -5.56 0.093
H -1.30 1.87 2.62 0.124
N 1.73 -1.40 -2.13 -0.150
C 2.68 -1.99 -3.03 -0.064
H 1.31 -1.87 2.40 0.136
H 2.97 -1.31 -3.83 0.092
H -0.11 1.00 -5.20 0.096
C -5.93 1.52 2.61 -0.006
H 5.15 0.71 2.79 0.087
C -1.98 0.00 1.70 -0.179
C -4.58 0.97 2.34 -0.163

Entry 2:
16
Properties=species:S:1:pos:R:3:lowdin_charge:R:1 method="wB97M-V/def2-TZVPD" e_above_lowest_ev=4.633 homo_lumo_gap_ev=8.8 homo_ha=-0.29986 e_lumo_ev=0.658 spin_multiplicity=1 e_tot_ha=-325.767294
H 0.50 -2.13 0.46 0.088
H 2.42 -0.39 -0.51 0.097
C 1.53 0.09 -0.84 -0.231
H -1.24 -1.92 0.79 0.066
C 0.87 0.98 -0.05 -0.053
C 1.17 -0.06 -2.18 -0.313
H -1.42 1.56 1.78 0.102
N 0.85 -0.20 -3.28 0.112
H 1.43 1.45 0.73 0.099
C -1.57 0.67 1.16 -0.109
H 0.14 1.62 -0.52 0.101
H -0.57 -1.47 -0.84 0.078
H -2.26 -0.03 1.62 0.082
H -1.97 0.99 0.20 0.088
C -0.40 -1.53 0.24 0.102
O -0.34 -0.02 0.99 -0.307

Entry 3:
14
Properties=species:S:1:pos:R:3:lowdin_charge:R:1 method="wB97M-V/def2-TZVPD" e_above_lowest_ev=3.922 homo_lumo_gap_ev=7.8 homo_ha=-0.32266 e_lumo_ev=-0.956 spin_multiplicity=1 e_tot_ha=-738.860539
C 1.52 0.85 0.16 -0.229
C -0.85 0.64 -0.20 -0.161
C -0.24 -0.79 -0.17 -0.323
S 2.36 -1.81 -0.14 0.718
C 1.22 -0.62 -0.02 -0.681
H -1.60 0.80 -1.00 0.121
H 0.05 2.47 0.10 0.125
H -2.45 -2.58 0.26 0.106
N -0.82 -1.89 -0.09 0.063
O -2.19 -1.69 0.00 -0.032
H 2.39 1.10 -0.50 0.123
N 0.29 1.54 -0.29 -0.083
H 1.79 1.20 1.18 0.125
H -1.47 0.79 0.73 0.128